Here is C35H36Cl5MnN2O4SSb2Si as an isolated structure in a non-equilibrium geometry from the Open Molecules 2025 dataset. Energies are from ωB97M-V/def2-TZVPD.

Element x y z (Å)
Mn1 -18.400 1.459 7.594
C1 -11.783 3.707 3.327
C2 -13.153 3.074 3.678
C3 -13.595 3.285 4.977
C4 -14.683 2.646 5.564
C5 -15.296 1.723 4.723
C6 -14.898 1.453 3.417
C7 -13.863 2.172 2.867
S1 -16.455 0.595 5.489
O1 -16.116 -0.756 5.128
O2 -17.830 1.152 5.138
N1 -16.519 0.891 7.160
C8 -15.760 0.363 8.149
C9 -14.560 -0.281 8.025
C10 -14.068 -1.034 9.085
C11 -14.747 -1.118 10.286
C12 -15.938 -0.409 10.500
C13 -16.767 -0.585 11.645
C14 -18.049 -0.020 11.664
C15 -18.506 0.685 10.550
N2 -17.732 0.835 9.441
C16 -16.466 0.316 9.403
H1 -11.248 2.997 2.640
H2 -11.133 3.728 4.231
H3 -11.839 4.725 2.923
H4 -13.053 3.987 5.573
H5 -15.055 2.903 6.602
H6 -15.413 0.681 2.859
H7 -13.613 2.046 1.839
H8 -13.989 -0.268 7.062
H9 -13.140 -1.557 8.892
H10 -14.273 -1.682 11.068
H11 -16.392 -1.146 12.518
H12 -18.670 0.017 12.523
H13 -19.485 1.201 10.517
Cl1 -25.144 3.079 9.692
C17 -23.659 3.047 8.914
C18 -22.837 4.151 9.095
C19 -21.555 4.200 8.636
Cl2 -20.762 5.685 8.620
C20 -20.940 2.995 8.140
O3 -19.647 2.909 7.973
C21 -21.842 1.888 7.880
C22 -21.570 0.553 7.591
O4 -20.410 0.032 7.101
C23 -23.184 1.974 8.209
H14 -23.286 5.103 9.429
H15 -22.435 -0.141 7.699
H16 -23.823 1.106 8.045
C24 -17.120 6.992 9.769
Sb1 -16.721 5.818 7.987
C25 -14.526 5.927 7.932
C26 -17.531 7.308 6.614
C27 -17.276 7.030 5.184
C28 -16.060 7.456 4.633
C29 -15.698 7.175 3.303
C30 -16.476 6.281 2.561
C31 -17.716 5.843 3.072
C32 -18.183 6.258 4.337
C33 -19.505 5.717 4.810
Sb2 -19.550 3.546 4.663
C34 -21.748 3.190 4.795
C35 -19.279 2.785 2.616
H17 -17.061 8.025 9.437
H18 -16.555 6.858 10.650
H19 -18.141 6.867 10.057
H20 -14.119 6.681 7.306
H21 -14.143 4.928 7.700
H22 -14.181 6.211 8.917
H23 -17.072 8.225 7.040
H24 -18.611 7.420 6.826
H25 -15.349 8.023 5.219
H26 -14.820 7.652 2.890
H27 -16.206 5.952 1.572
H28 -18.337 5.176 2.499
H29 -20.314 6.031 4.154
H30 -19.790 5.958 5.822
H31 -22.232 3.664 3.941
H32 -22.077 3.593 5.758
H33 -21.934 2.126 4.789
H34 -20.076 3.251 2.016
H35 -19.396 1.713 2.755
H36 -18.269 3.038 2.338
Cl3 -21.477 -2.901 7.370
Si1 -20.492 -1.472 6.327
Cl4 -20.871 -0.829 4.374
Cl5 -18.579 -2.185 6.239

E_HOMO (alpha / beta) = -1.8 / -4.3 eV
<S²> = 8.831
ΔE to the lowest compared entry with this formula, charge and spin = 95.6 kcal per mole
Total charge = -1
E_tot = -6386.00884 hartree
Orbital gap (alpha / beta) = 3.85 / 6.40 eV
Spin multiplicity = 6
LUMO (alpha / beta) = 2.1 / 2.1 eV


Here is C6H16O2Sb as an isolated structure in a non-equilibrium geometry from the Open Molecules 2025 dataset. Energies are from ωB97M-V/def2-TZVPD.

Element x y z (Å)
C1 -2.925 -0.387 -1.235
C2 -1.890 -0.859 -2.404
Sb1 0.191 -0.510 -1.650
C3 2.119 -0.032 -0.619
C4 1.886 -0.156 0.977
C5 0.760 0.818 1.538
C6 0.707 0.803 3.149
O1 0.937 -0.212 3.838
O2 0.332 2.032 3.779
H1 -3.730 0.315 -1.619
H2 -2.282 0.239 -0.506
H3 -3.309 -1.267 -0.628
H4 -2.084 -0.260 -3.368
H5 -2.081 -1.978 -2.534
H6 -0.333 -1.271 -0.137
H7 -0.372 1.090 -1.125
H8 0.727 0.163 -3.174
H9 0.749 -2.082 -2.181
H10 2.434 1.063 -0.794
H11 2.985 -0.674 -0.989
H12 2.889 0.131 1.471
H13 1.697 -1.257 1.188
H14 0.993 1.874 1.183
H15 -0.298 0.578 1.201
H16 -0.100 1.840 4.639

E_HOMO = -3.6 eV
Total charge = -1
E_tot = -628.76340 hartree
Orbital gap = 6.60 eV
LUMO = 3.0 eV


Here is a single C26H42O4 molecule from the Open Molecules 2025 dataset. Energies are from ωB97M-V/def2-TZVPD.

Element x y z (Å)
C1 -3.812 0.238 0.221
C2 -4.115 0.746 1.410
C3 -3.679 0.147 2.679
C4 -2.407 -0.191 2.940
C5 -1.288 0.047 2.064
C6 -0.054 -0.454 2.189
C7 0.397 -1.424 3.245
C8 0.945 -2.708 2.609
C9 2.027 -2.423 1.566
C10 1.527 -1.439 0.505
C11 0.374 -2.045 -0.299
C12 2.614 -0.850 -0.421
C13 3.051 -1.664 -1.648
C14 3.640 -3.030 -1.283
O1 4.039 -0.874 -2.304
C15 4.202 -1.122 -3.683
C16 3.279 -0.287 -4.584
C17 3.857 1.096 -4.926
C18 2.914 1.825 -5.894
C19 4.063 1.942 -3.667
O2 5.100 0.850 -5.570
C20 2.051 0.529 -0.840
C21 0.894 0.859 0.119
C22 1.068 -0.155 1.243
C23 -4.770 -0.067 3.693
C24 -5.614 1.197 3.880
O3 -4.808 2.161 4.522
C25 -6.131 1.687 2.527
C26 -4.963 1.991 1.575
O4 -5.419 2.543 0.366
H1 -3.235 -0.665 0.129
H2 -4.121 0.710 -0.697
H3 -2.196 -0.638 3.902
H4 -1.493 0.716 1.240
H5 -0.413 -1.683 3.926
H6 1.193 -0.955 3.832
H7 0.123 -3.254 2.145
H8 1.361 -3.346 3.393
H9 2.332 -3.366 1.113
H10 2.901 -1.996 2.064
H11 0.625 -3.050 -0.631
H12 0.152 -1.444 -1.174
H13 -0.526 -2.097 0.308
H14 3.519 -0.692 0.174
H15 2.197 -1.810 -2.324
H16 4.150 -3.454 -2.145
H17 2.860 -3.721 -0.979
H18 4.364 -2.922 -0.480
H19 5.240 -0.876 -3.920
H20 4.046 -2.186 -3.901
H21 3.135 -0.826 -5.522
H22 2.309 -0.162 -4.103
H23 3.302 2.815 -6.126
H24 1.926 1.935 -5.455
H25 2.826 1.263 -6.821
H26 4.585 2.866 -3.916
H27 3.104 2.196 -3.227
H28 4.646 1.389 -2.937
H29 5.516 1.698 -5.757
H30 2.835 1.281 -0.789
H31 1.702 0.497 -1.871
H32 -0.066 0.726 -0.378
H33 0.942 1.883 0.485
H34 1.921 0.175 1.850
H35 -5.430 -0.873 3.360
H36 -4.338 -0.346 4.654
H37 -6.478 0.955 4.525
H38 -5.285 2.997 4.555
H39 -6.732 2.592 2.652
H40 -6.768 0.915 2.085
H41 -4.335 2.771 2.025
H42 -5.950 1.878 -0.088

E_HOMO = -7.8 eV
ΔE to the lowest compared entry with this formula, charge and spin = 0.0 kcal per mole
Total charge = 0
E_tot = -1316.84266 hartree
Structure (SMILES) = C=C1/C(=C\C=C2/CCC[C@]3(C)[C@@H]([C@H](C)OCCC(C)(C)O)CC[C@@H]23)C[C@@H](O)C[C@@H]1O
Orbital gap = 8.56 eV
LUMO = 0.7 eV


Here is C36H76BeF4N6O12S4 as an isolated structure in a non-equilibrium geometry from the Open Molecules 2025 dataset. Energies are from ωB97M-V/def2-TZVPD.

Element x y z (Å)
Be1 0.201 -1.833 0.437
N1 -3.379 -1.171 0.680
S1 -4.762 -1.831 0.497
O1 -5.673 -1.431 -0.572
O2 -5.339 -2.535 1.637
F1 -4.153 -3.119 -0.300
S2 -4.070 -0.046 1.742
O3 -4.018 -0.268 3.160
O4 -5.139 0.799 1.167
F2 -2.772 0.953 1.672
N2 -0.176 -8.088 3.530
S3 -1.643 -7.572 2.865
O5 -2.519 -8.357 2.020
O6 -1.353 -6.240 2.265
F3 -2.435 -7.433 4.339
S4 -0.626 -9.558 3.634
O7 -0.605 -10.382 2.392
O8 -1.705 -9.818 4.614
F4 0.661 -10.041 4.512
C1 -3.582 5.770 -2.075
C2 -3.185 7.030 -1.312
C3 -3.982 7.105 0.079
C4 -3.404 8.186 1.013
C5 -1.990 7.791 1.310
C6 -1.090 7.703 0.077
N3 -1.752 7.108 -1.139
O9 -0.924 7.067 -2.265
C7 -0.457 9.099 -0.233
C8 0.035 6.762 0.441
C9 -3.727 8.291 -2.163
H1 -3.336 4.847 -1.551
H2 -2.988 5.511 -2.951
H3 -4.584 5.888 -2.487
H4 -5.009 7.369 -0.175
H5 -4.186 6.079 0.386
H6 -3.954 8.061 1.946
H7 -3.554 9.186 0.608
H8 -1.912 6.827 1.814
H9 -1.504 8.535 1.942
H10 -1.209 9.834 -0.522
H11 0.378 9.307 0.435
H12 0.199 8.986 -1.096
H13 -0.065 5.720 0.747
H14 0.755 6.996 -0.343
H15 0.517 7.296 1.260
H16 -4.815 8.309 -2.116
H17 -3.301 8.239 -3.165
H18 -3.440 9.242 -1.713
H19 -1.123 7.914 -2.671
C10 -1.404 2.441 9.763
C11 -0.477 2.573 8.525
C12 -1.166 3.715 7.633
C13 -0.378 4.422 6.610
C14 0.931 4.869 7.221
C15 1.753 3.758 8.040
N4 0.805 3.128 9.017
O10 1.483 2.221 9.808
C16 2.355 2.570 7.183
C17 2.861 4.539 8.763
C18 -0.410 1.286 7.777
H20 -2.456 2.415 9.478
H21 -1.160 2.937 10.702
H22 -1.430 1.455 10.227
H23 -1.875 3.047 7.142
H24 -1.433 4.546 8.285
H25 -0.992 5.239 6.231
H26 -0.169 3.802 5.738
H27 0.735 5.779 7.787
H28 1.655 5.135 6.452
H29 1.776 2.506 6.261
H30 3.340 2.858 6.815
H31 2.323 1.534 7.519
H32 3.360 3.899 9.490
H33 3.641 4.941 8.117
H34 2.395 5.283 9.409
H35 0.048 1.355 6.790
H36 -1.349 0.736 7.717
H37 0.365 0.646 8.198
H38 1.223 2.499 10.690
C19 -0.259 -7.010 -6.391
C20 0.201 -7.932 -5.275
C21 -0.101 -9.411 -5.673
C22 0.880 -9.912 -6.779
C23 2.255 -10.004 -6.155
C24 2.740 -8.685 -5.570
N5 1.667 -7.845 -4.983
O11 2.034 -6.567 -4.602
C25 3.789 -8.975 -4.592
C26 3.350 -7.940 -6.723
C27 -0.490 -7.590 -3.907
H39 -0.360 -6.001 -5.990
H40 -1.216 -7.259 -6.850
H41 0.474 -7.044 -7.196
H42 -0.093 -9.899 -4.698
H43 -1.058 -9.587 -6.163
H44 0.933 -9.319 -7.692
H45 0.484 -10.824 -7.227
H46 2.943 -10.518 -6.826
H47 2.197 -10.575 -5.229
H48 3.757 -9.419 -3.597
H49 4.556 -9.635 -4.997
H50 4.257 -8.026 -4.331
H51 2.629 -7.600 -7.466
H52 3.788 -6.990 -6.417
H53 4.159 -8.557 -7.113
H54 -0.623 -6.512 -3.822
H55 -0.079 -8.158 -3.073
H56 -1.571 -7.721 -3.968
H57 1.849 -6.568 -3.660
C28 0.565 1.170 -4.758
C29 0.862 0.013 -3.816
C30 1.754 -1.019 -4.420
C31 3.181 -0.381 -4.570
C32 3.751 0.167 -3.270
C33 2.758 1.062 -2.561
N6 1.336 0.598 -2.563
O12 0.528 1.501 -1.820
C34 3.162 1.133 -1.061
C35 2.886 2.580 -3.075
C36 -0.522 -0.740 -3.547
H58 -0.064 1.971 -4.370
H59 1.468 1.728 -5.008
H60 0.158 0.813 -5.704
H61 1.934 -1.858 -3.748
H62 1.324 -1.402 -5.346
H63 3.926 -1.005 -5.064
H64 3.114 0.417 -5.309
H65 4.754 0.565 -3.423
H66 4.016 -0.765 -2.769
H67 2.634 1.821 -0.401
H68 4.237 1.318 -1.059
H69 3.128 0.144 -0.604
H70 3.403 3.218 -2.358
H71 1.954 3.124 -3.230
H72 3.363 2.681 -4.050
H73 -1.327 -0.203 -3.045
H74 -0.902 -1.262 -4.425
H75 -0.269 -1.604 -2.933
H76 0.142 2.077 -2.484

E_HOMO = -8.4 eV
ΔE to the lowest compared entry with this formula, charge and spin = 204.4 kcal per mole
Total charge = 0
E_tot = -4654.75951 hartree
Orbital gap = 1.23 eV
LUMO = -7.2 eV


Question: E_tot of number 1 (C35H36Cl5MnN2O4SSb2Si)?
Answer: -6386.00884 hartree


Question: The lowest E_tot belongs to which entry?
Answer: C35H36Cl5MnN2O4SSb2Si